The following is a quantum chemistry calculation of a cluster of 2 separate species, CH4Cl2PS in total, from the Open Molecules 2025 dataset.

Output
Kohn-Sham gap (spin up / spin down): 0.323 / 0.258 Ha
⟨S²⟩: 2.005
Total charge: +1
Multiplicity: 3

Last column: Mulliken spin population.
Element x y z (Å)
C 0.98 0.15 1.03  0.00
P -0.36 -0.13 -0.23  -0.01
S 0.17 -1.15 -1.91  1.02
Cl -0.98 1.67 -0.79  0.04
Cl -1.82 -1.07 0.75  0.04
H 1.51 -0.74 1.29  0.00
H 0.51 0.27 1.96  0.00
H 1.66 0.98 0.68  0.00
H -1.67 0.02 -2.78  0.91

=====

The following is a quantum chemistry calculation of a cluster of 2 separate species, CH4ClN in total, from the Open Molecules 2025 dataset.

Output
Kohn-Sham gap: 0.344 Ha
Total charge: 0
Multiplicity: 1

Last column: Mulliken charge in e.
Element x y z (Å)
C -0.24 -0.42 0.24  -0.39
N 0.68 0.59 0.04  -0.41
Cl -1.94 -0.08 -0.10  -0.16
H -0.14 -0.97 1.17  0.31
H 0.33 -1.45 -1.18  0.15
H 0.62 0.99 -0.89  0.28
H 0.70 1.34 0.73  0.22

=====

The following is a quantum chemistry calculation of a cluster of 2 separate species, CH4ClN2 in total, from the Open Molecules 2025 dataset.

Output
Kohn-Sham gap: 0.435 Ha
Total charge: +1
Multiplicity: 1

Last column: Mulliken charge in e.
Element x y z (Å)
C 1.08 0.16 -0.07  0.38
N 0.00 0.26 0.52  -0.14
N 2.16 0.27 -0.51  -0.09
Cl -3.02 0.02 -0.23  -0.30
H -0.96 0.16 0.07  0.18
H 0.32 0.33 1.56  0.32
H 3.07 -0.05 -0.73  0.34
H -2.64 -1.15 -0.61  0.30

=====

The following is a quantum chemistry calculation of a cluster of 2 separate species, CH4ClN2O in total, from the Open Molecules 2025 dataset.

Output
Kohn-Sham gap (spin up / spin down): 0.322 / 0.277 Ha
Total charge: +1
Multiplicity: 1

Last column: Mulliken charge in e.
Element x y z (Å)
C -0.69 0.47 0.20  -0.65
N 2.61 -0.75 -0.36  -0.19
N 0.70 0.71 0.01  0.42
O 1.34 1.68 0.16  -0.25
Cl 3.51 0.52 -0.27  0.34
H -0.85 -0.59 0.42  0.32
H -1.15 0.64 -0.78  0.32
H -1.30 0.92 0.97  0.34
H 2.18 -0.87 -1.32  0.35

=====

The following is a quantum chemistry calculation of a cluster of 2 separate species, CH4ClN2P in total, from the Open Molecules 2025 dataset.

Output
Kohn-Sham gap: 0.345 Ha
Total charge: 0
Multiplicity: 1

Last column: Mulliken charge in e.
Element x y z (Å)
C 1.39 2.66 0.83  -0.28
N 1.51 2.14 -0.29  0.47
N 1.82 1.69 -1.27  -0.58
P -1.78 1.02 -0.49  0.01
Cl -2.74 -0.26 0.74  -0.20
H -1.28 0.16 -1.53  0.09
H 2.26 3.10 1.25  0.27
H 0.31 2.77 1.12  0.14
H -2.85 1.32 -1.44  0.08

=====

The following is a quantum chemistry calculation of a cluster of 2 separate species, CH4ClN2P in total, from the Open Molecules 2025 dataset.

Output
Kohn-Sham gap (spin up / spin down): 0.271 / 0.299 Ha
Total charge: 0
Multiplicity: 1

Last column: Mulliken charge in e.
Element x y z (Å)
C 0.59 -1.08 -1.09  -0.68
N -0.12 -0.12 -0.29  0.36
N -1.25 0.11 -0.35  -0.45
P -1.04 2.27 1.44  0.06
Cl 0.91 1.56 1.42  -0.19
H 1.50 -1.32 -0.39  0.24
H 0.91 -0.54 -1.88  0.32
H 0.08 -2.07 -1.21  0.28
H -1.58 1.20 2.36  0.07

=====

The following is a quantum chemistry calculation of a structure of composition CH4ClN2S, from the Open Molecules 2025 dataset.

Output
Kohn-Sham gap: 0.294 Ha
Total charge: +1
Multiplicity: 1

Last column: Mulliken charge in e.
Element x y z (Å)
C 0.03 -0.24 -0.61  0.45
N 0.08 -1.11 0.33  -0.25
N -0.18 1.02 -0.57  -0.28
S 0.59 -1.12 -2.74  0.11
Cl -0.21 -2.89 -2.42  -0.04
H 0.20 -0.99 1.35  0.28
H 0.24 -2.06 -0.03  0.21
H -0.37 1.69 0.16  0.25
H 0.04 1.37 -1.57  0.28

=====

The following is a quantum chemistry calculation of a cluster of 2 separate species, CH4ClN3O in total, from the Open Molecules 2025 dataset.

Output
Kohn-Sham gap (spin up / spin down): 0.300 / 0.259 Ha
Total charge: 0
Multiplicity: 1

Last column: Mulliken charge in e.
Element x y z (Å)
C -2.27 -0.74 -0.06  0.34
N 0.57 -0.95 0.29  -0.41
N 0.00 0.89 -0.90  -0.46
N -0.11 -0.49 -0.79  0.06
O -2.93 -1.70 -0.25  -0.39
Cl -2.95 0.88 0.25  -0.21
H 0.73 -0.30 1.21  0.25
H 0.20 -1.87 0.58  0.30
H 0.06 1.35 0.00  0.25
H -0.77 1.37 -1.42  0.30

=====

The following is a quantum chemistry calculation of an isolated molecule of CH4ClNO2S, from the Open Molecules 2025 dataset.

Output
Kohn-Sham gap: 0.376 Ha
Total charge: 0
SMILES string: NS(=O)(=O)CCl
Multiplicity: 1

Last column: Mulliken charge in e.
Element x y z (Å)
N -1.11 -0.59 0.68  -0.56
S -0.36 0.65 -0.15  1.16
O -1.11 0.80 -1.39  -0.65
O -0.22 1.83 0.70  -0.60
C 1.18 -0.07 -0.58  -0.45
Cl 1.39 -1.49 0.80  -0.18
H -0.82 -0.37 1.58  0.32
H -2.07 -0.72 0.37  0.27
H 2.08 0.54 -0.49  0.34
H 1.03 -0.58 -1.52  0.35

=====

The following is a quantum chemistry calculation of an isolated molecule of CH4ClO2P, from the Open Molecules 2025 dataset.

Output
Kohn-Sham gap: 0.371 Ha
Total charge: 0
SMILES string: OPOCCl
Multiplicity: 1

Last column: Mulliken charge in e.
Element x y z (Å)
O -2.35 0.35 -0.40  -0.48
P -1.02 0.84 0.34  0.26
O -0.13 -0.49 -0.03  -0.30
C 1.21 -0.63 0.49  -0.25
Cl 2.32 0.50 -0.27  -0.17
H -2.25 -0.31 -1.22  0.36
H -0.39 1.50 -0.72  0.01
H 1.14 -0.20 1.51  0.28
H 1.48 -1.56 0.31  0.29

=====

The following is a quantum chemistry calculation of a cluster of 2 separate species, CH4ClOP in total, from the Open Molecules 2025 dataset.

Output
Kohn-Sham gap (spin up / spin down): 0.238 / 0.237 Ha
Total charge: 0
Multiplicity: 1

Last column: Mulliken charge in e.
Element x y z (Å)
C 0.01 -0.90 -0.16  -0.84
O -0.18 2.49 0.56  -0.72
P -1.38 0.19 -0.97  0.47
Cl -2.91 -0.14 0.25  -0.10
H -0.37 -1.15 0.85  0.27
H 1.00 -0.48 -0.16  0.30
H -0.10 -1.83 -0.69  0.37
H 0.38 2.73 -0.22  0.25

=====

The following is a quantum chemistry calculation of a cluster of 2 separate species, CH4ClP in total, from the Open Molecules 2025 dataset.

Output
Kohn-Sham gap: 0.360 Ha
Total charge: 0
SMILES string: C=P.Cl
Multiplicity: 1

Last column: Mulliken charge in e.
Element x y z (Å)
C 0.46 -0.70 0.89  -0.45
P 0.76 0.30 -0.40  -0.09
H -0.52 -1.01 1.10  0.29
H 1.08 -0.93 1.72  0.26
H 2.22 0.29 -0.32  0.04
Cl -2.57 0.74 -1.71  -0.25
H -1.43 1.31 -1.28  0.20

=====

Summary of energy above the lowest of the compared OMol25 structures with the same formula, charge and spin in kcal per mole
0.00; 67.62; 49.56; 134.84; 13.77; 35.70; 36.98; 58.59; 3.88; 15.43; 108.82; 27.19
(order as listed above)
Summary of M in g mol⁻¹
149.99; 65.50; 79.51; 95.51; 110.48; 110.48; 111.58; 109.52; 129.57; 114.47; 98.47; 82.47
(order as listed above)